(1)
Molecular formula: C3H7NOS2
Method: DFT, ωB97M-V/def2-TZVPD

Summary:
* ΔE to the lowest compared entry with this formula, charge and spin: 3.1427 eV
* gap between HOMO and LUMO: 9.47 eV

Each atom is followed by the atoms it is bonded to, with distances in Å.
Cartesian coordinates (Å):
1 C -0.0399 1.8715 1.7090  N4 1.198, O5 1.169
2 C 1.4727 -0.9695 -1.2137  C3 1.319, H8 1.047, H9 1.007
3 C 1.8810 -0.6808 0.0067  C2 1.319, H11 1.157, H12 1.077
4 N -0.3083 0.8082 1.2263  C1 1.198, S6 1.634
5 O 0.2860 2.9100 2.1365  C1 1.169
6 S -1.0910 -0.6162 1.3926  N4 1.634, H10 1.436
7 S -3.3166 0.0472 -1.5979  H13 1.420, H14 1.350
8 H 1.0622 -1.9229 -1.3475  C2 1.047
9 H 1.6083 -0.2570 -1.9129  C2 1.007
10 H -0.2287 -1.3344 0.4965  S6 1.436
11 H 2.4198 0.3002 0.2994  C3 1.157
12 H 1.9767 -1.4091 0.7942  C3 1.077
13 H -3.1561 0.1020 -0.1881  S7 1.420
14 H -2.5662 1.1508 -1.8010  S7 1.350

Okay, here come the natural (NBO) numbers, in e, for every atom: C 0.86; C -0.39; C -0.38; N -0.74; O -0.51; S 0.23; S -0.32; H 0.20; H 0.20; H 0.15; H 0.20; H 0.19; H 0.16; H 0.14

(2)
Molecular formula: C3H7NOS2
Method: DFT, ωB97M-V/def2-TZVPD

Summary:
* ΔE to the lowest compared entry with this formula, charge and spin: 1.9978 eV
* gap between HOMO and LUMO: 9.25 eV

Each atom is followed by the atoms it is bonded to, with distances in Å.
Cartesian coordinates (Å):
1 N -1.0509 -1.2828 -0.1499  C2 1.485, H8 1.025, H9 1.015
2 C -0.0600 -0.3679 -0.7708  N1 1.485, C3 1.530, C5 1.519, H10 1.124
3 C 1.1417 -1.1945 -1.2331  C2 1.530, O4 1.194, H11 1.134
4 O 0.9820 -2.2742 -1.7183  C3 1.194
5 C 0.3322 0.7274 0.2061  C2 1.519, S6 1.815, H12 1.159, H13 1.136
6 S -1.1841 1.1960 1.0859  C5 1.815, S7 2.012
7 S -0.4880 2.2177 2.6732  S6 2.012, H14 1.340
8 H -1.7111 -1.5346 -0.8924  N1 1.025
9 H -0.6712 -2.1769 0.1453  N1 1.015
10 H -0.6057 -0.0298 -1.6936  C2 1.124
11 H 2.1222 -0.6640 -1.0239  C3 1.134
12 H 0.8072 1.6349 -0.3366  C5 1.159
13 H 0.9286 0.1925 1.0119  C5 1.136
14 H -0.5429 3.5562 2.6961  S7 1.340

Okay, here come the natural (NBO) numbers, in e, for every atom: N -0.83; C -0.20; C 0.44; O -0.50; C -0.57; S 0.17; S -0.18; H 0.37; H 0.37; H 0.22; H 0.11; H 0.24; H 0.23; H 0.12

(3)
Molecular formula: C3H7NOS2
Method: DFT, ωB97M-V/def2-TZVPD

Summary:
* ΔE to the lowest compared entry with this formula, charge and spin: 11.5344 eV
* gap between HOMO and LUMO: 8.13 eV

Each atom is followed by the atoms it is bonded to, with distances in Å.
Cartesian coordinates (Å):
1 C -1.0658 -0.8621 -1.0491  S13 1.917
2 C 1.6493 -0.0916 -0.4289  H7 1.257, H8 1.132, S13 1.880, S14 1.728
3 C -0.6161 1.5315 0.8452  H9 0.970, N11 1.252, S14 1.911
4 H -2.1009 -0.6187 -2.3469  no bonds
5 H -0.7627 0.4511 -0.2964  no bonds
6 H -1.2317 -2.2900 -0.4692  no bonds
7 H 2.6061 0.3128 -1.1365  C2 1.257
8 H 1.9434 -0.6489 0.5119  C2 1.132
9 H -1.2493 2.2337 0.6292  C3 0.970
10 H -0.1653 -1.1583 2.2110  O12 1.147
11 N -0.8693 0.7895 1.8218  C3 1.252, O12 1.434
12 O 0.1617 -0.1970 1.6778  H10 1.147, N11 1.434
13 S 0.6936 -0.9426 -1.8068  C1 1.917, C2 1.880
14 S 1.0069 1.4905 -0.1631  C2 1.728, C3 1.911

Okay, here come the natural (NBO) numbers, in e, for every atom: C -0.82; C -0.73; C -0.14; H 0.23; H 0.25; H 0.25; H 0.27; H 0.26; H 0.21; H 0.50; N -0.09; O -0.62; S 0.15; S 0.29

(4)
Molecular formula: C3H7NOS2
Method: DFT, ωB97M-V/def2-TZVPD

Summary:
* ΔE to the lowest compared entry with this formula, charge and spin: 3.6906 eV
* gap between HOMO and LUMO: 8.77 eV

Each atom is followed by the atoms it is bonded to, with distances in Å.
Cartesian coordinates (Å):
1 N -1.4795 1.1429 -0.3122  C2 1.503, H8 1.010, H9 1.009
2 C -0.7955 -0.0279 0.3372  N1 1.503, C3 1.551, C5 1.533, H10 1.187
3 C -1.4680 -0.7749 -0.8447  C2 1.551, O4 1.272, H11 1.092
4 O -0.9552 -1.6834 -1.5724  C3 1.272
5 C 0.6928 -0.3467 0.1516  C2 1.533, S6 1.771, H12 1.069, H13 1.076
6 S 1.8092 0.7849 0.9318  C5 1.771, S7 2.115
7 S 3.7724 0.0292 1.1515  S6 2.115, H14 1.343
8 H -2.2496 1.4394 0.2708  N1 1.010
9 H -1.0534 2.0546 -0.3852  N1 1.009
10 H -1.0491 0.0932 1.4900  C2 1.187
11 H -2.5514 -0.6870 -0.7388  C3 1.092
12 H 0.9440 -1.2856 0.5977  C5 1.069
13 H 0.6614 -0.5104 -0.9113  C5 1.076
14 H 3.7219 -0.2283 -0.1660  S7 1.343

Okay, here come the natural (NBO) numbers, in e, for every atom: N -0.82; C -0.16; C 0.43; O -0.56; C -0.60; S 0.08; S -0.11; H 0.37; H 0.38; H 0.22; H 0.14; H 0.24; H 0.25; H 0.14

(5)
Molecular formula: C3H7NOS2
Method: DFT, ωB97M-V/def2-TZVPD

Summary:
* ΔE to the lowest compared entry with this formula, charge and spin: 2.2560 eV
* gap between HOMO and LUMO: 9.10 eV

Each atom is followed by the atoms it is bonded to, with distances in Å.
Cartesian coordinates (Å):
1 C 0.9608 -0.2118 -0.2793  C3 1.549, N4 1.346, O5 1.245
2 C -1.4379 -0.8702 0.2868  C3 1.533, H8 1.080, H9 1.065, H10 1.080
3 C -0.5014 0.2728 -0.1205  C1 1.549, C2 1.533, H11 1.109, H12 1.074
4 N 1.8640 0.7639 -0.4874  C1 1.346, S6 1.798, S7 1.754
5 O 1.2096 -1.4059 -0.5292  C1 1.245
6 S 1.7021 2.2790 0.4668  N4 1.798, H13 1.385
7 S 3.5126 0.1644 -0.5050  N4 1.754, H14 1.339
8 H -1.6199 -0.7261 1.3412  C2 1.080
9 H -0.7834 -1.7092 0.2458  C2 1.065
10 H -2.3197 -0.9760 -0.3272  C2 1.080
11 H -0.5065 1.1894 0.5044  C3 1.109
12 H -0.8490 0.5465 -1.0994  C3 1.074
13 H 2.9540 2.7002 0.0518  S6 1.385
14 H 3.0058 -1.0732 -0.4380  S7 1.339

Okay, here come the natural (NBO) numbers, in e, for every atom: C 0.65; C -0.62; C -0.49; N -0.66; O -0.62; S 0.17; S 0.12; H 0.21; H 0.24; H 0.22; H 0.21; H 0.24; H 0.14; H 0.18

(6)
Molecular formula: C3H7NOS2
Method: DFT, ωB97M-V/def2-TZVPD

Summary:
* ΔE to the lowest compared entry with this formula, charge and spin: 0.1459 eV
* gap between HOMO and LUMO: 8.96 eV

Each atom is followed by the atoms it is bonded to, with distances in Å.
Cartesian coordinates (Å):
1 S 1.4917 -1.1335 -1.8521  S2 2.101, H8 1.341
2 S 1.2785 -1.5210 0.2021  S1 2.101, C3 1.804
3 C 0.4737 0.0017 0.7391  S2 1.804, C4 1.542, H9 1.091, H10 1.086
4 C -1.0522 -0.0268 0.5198  C3 1.542, C5 1.515, H11 1.087, H12 1.090
5 C -1.6407 1.3378 0.8148  C4 1.515, N6 1.365, O7 1.210
6 N -1.6230 2.1868 -0.2538  C5 1.365, H13 1.005, H14 1.005
7 O -2.0945 1.6460 1.8931  C5 1.210
8 H 1.8151 0.1638 -1.7477  S1 1.341
9 H 0.6598 0.0133 1.8139  C3 1.091
10 H 0.9314 0.8820 0.2968  C3 1.086
11 H -1.4567 -0.7805 1.1905  C4 1.087
12 H -1.2556 -0.3207 -0.5105  C4 1.090
13 H -1.4216 1.8292 -1.1711  N6 1.005
14 H -2.0092 3.1112 -0.1760  N6 1.005

Okay, here come the natural (NBO) numbers, in e, for every atom: S -0.15; S 0.12; C -0.53; C -0.51; C 0.67; N -0.83; O -0.60; H 0.12; H 0.24; H 0.22; H 0.24; H 0.22; H 0.39; H 0.41

(7)
Molecular formula: C3H7NP
Method: DFT, ωB97M-V/def2-TZVPD

Summary:
* charge: +1
* ΔE to the lowest compared entry with this formula, charge and spin: 1.0442 eV
* gap between HOMO and LUMO: 7.94 eV

Each atom is followed by the atoms it is bonded to, with distances in Å.
Cartesian coordinates (Å):
1 C 2.2995 0.0556 -0.1147  C2 1.273, P5 1.684
2 C 3.5537 -0.1097 0.0253  C1 1.273, H6 1.109, H7 1.077
3 C -1.7601 0.0567 0.7066  N4 1.363, H8 1.093, H9 1.130
4 N -2.5864 0.0295 -0.3772  C3 1.363, H10 1.015, H11 1.018
5 P 0.6369 0.2605 -0.2919  C1 1.684, H12 1.474
6 H 4.1123 -1.0108 -0.3014  C2 1.109
7 H 4.1220 0.5419 0.6671  C2 1.077
8 H -1.5835 0.9815 1.2609  C3 1.093
9 H -1.6719 -0.9211 1.2663  C3 1.130
10 H -3.0962 -0.8469 -0.4297  N4 1.015
11 H -2.4273 0.7245 -1.1041  N4 1.018
12 H 0.9121 1.1433 -1.4393  P5 1.474

Okay, here come the natural (NBO) numbers, in e, for every atom: C -0.20; C -0.44; C 0.06; N -0.69; P 0.28; H 0.28; H 0.27; H 0.25; H 0.25; H 0.44; H 0.44; H 0.06

(8)
Molecular formula: C3H7NS
Method: DFT, ωB97M-V/def2-TZVPD

Summary:
* ΔE to the lowest compared entry with this formula, charge and spin: 1.4309 eV
* gap between HOMO and LUMO: 9.61 eV

Each atom is followed by the atoms it is bonded to, with distances in Å.
Cartesian coordinates (Å):
1 C 0.1938 -0.2825 1.5730  C2 1.449, H4 1.093, H5 1.119, H6 1.014
2 C -0.1508 0.0246 0.1996  C1 1.449, C3 1.474, N11 1.271
3 C 0.8922 -0.4487 -0.7276  C2 1.474, H7 1.126, H8 1.047, H9 1.122
4 H -0.2505 0.3555 2.3412  C1 1.093
5 H -0.0704 -1.3568 1.7387  C1 1.119
6 H 1.2012 -0.1862 1.6321  C1 1.014
7 H 1.8638 0.1031 -0.5891  C3 1.126
8 H 1.0857 -1.4754 -0.6604  C3 1.047
9 H 0.5539 -0.3448 -1.7926  C3 1.122
10 H -2.7055 1.6686 -1.8390  S12 1.283
11 N -1.0382 0.8731 -0.1298  C2 1.271, S12 1.714
12 S -1.5753 1.0696 -1.7460  H10 1.283, N11 1.714

Okay, here come the natural (NBO) numbers, in e, for every atom: C -0.64; C 0.29; C -0.70; H 0.23; H 0.23; H 0.21; H 0.23; H 0.22; H 0.23; H 0.12; N -0.56; S 0.14

(9)
Molecular formula: C3H7NS
Method: DFT, ωB97M-V/def2-TZVPD

Summary:
* ΔE to the lowest compared entry with this formula, charge and spin: 0.8673 eV
* gap between HOMO and LUMO: 8.81 eV

Each atom is followed by the atoms it is bonded to, with distances in Å.
Cartesian coordinates (Å):
1 C -0.7856 -1.3643 -0.1853  C2 1.475, H4 1.092, H5 1.121, H6 1.029
2 C -0.6763 -0.0086 0.3858  C1 1.475, C3 1.552, H7 1.058, H8 1.078
3 C 0.4109 0.8768 -0.2785  C2 1.552, N11 1.273, S12 1.680
4 H -0.7391 -1.2595 -1.2713  C1 1.092
5 H 0.1793 -1.8958 0.0240  C1 1.121
6 H -1.6963 -1.6759 0.1786  C1 1.029
7 H -1.6023 0.3785 0.0507  C2 1.058
8 H -0.5560 0.0200 1.4572  C2 1.078
9 H 1.8215 0.5342 0.9779  N11 1.021
10 H 1.9293 2.0611 0.2005  N11 0.966
11 N 1.4094 1.2728 0.4052  C3 1.273, H9 1.021, H10 0.966
12 S 0.3053 1.0606 -1.9449  C3 1.680

Okay, here come the natural (NBO) numbers, in e, for every atom: C -0.60; C -0.47; C 0.17; H 0.24; H 0.19; H 0.21; H 0.24; H 0.20; H 0.39; H 0.41; N -0.78; S -0.21

(10)
Molecular formula: C3H7NS
Method: DFT, ωB97M-V/def2-TZVPD

Summary:
* ΔE to the lowest compared entry with this formula, charge and spin: 4.3401 eV
* gap between HOMO and LUMO: 9.70 eV

Each atom is followed by the atoms it is bonded to, with distances in Å.
Cartesian coordinates (Å):
1 C -0.4773 -0.0539 0.5446  C2 1.523, C3 1.749, H5 1.152, S12 1.795
2 C 0.4670 -0.9675 -0.2256  C1 1.523, H6 1.025, H7 1.236, N11 1.360
3 C 0.4908 1.2537 -0.0962  C1 1.749, H9 1.239, H10 1.272, N11 1.576
4 H -2.5703 -1.1343 -0.0349  S12 1.421
5 H -0.5874 0.0102 1.6901  C1 1.152
6 H 0.0562 -1.2460 -1.1221  C2 1.025
7 H 0.4809 -1.7357 0.7430  C2 1.236
8 H 1.8925 0.0136 -1.0178  N11 0.975
9 H -0.1575 1.8216 -0.9862  C3 1.239
10 H 1.0658 1.8553 0.8663  C3 1.272
11 N 1.4308 -0.0099 -0.1596  C2 1.360, C3 1.576, H8 0.975
12 S -2.0914 0.1929 -0.2017  C1 1.795, H4 1.421

Okay, here come the natural (NBO) numbers, in e, for every atom: C -0.33; C -0.25; C -0.29; H 0.13; H 0.24; H 0.20; H 0.18; H 0.35; H 0.23; H 0.22; N -0.60; S -0.06

no.,HOMO (Eh),E_tot (eV),lowest unoccupied orbital energy (eV)
1,-0.33092,-28430.0993,0.5
2,-0.32227,-28431.2441,0.5
3,-0.31138,-28421.7075,-0.3
4,-0.31732,-28429.5514,0.1
5,-0.32913,-28430.9859,0.1
6,-0.32001,-28433.0961,0.3
7,-0.49621,-13992.5639,-5.6
8,-0.32000,-15548.2143,0.9
9,-0.30108,-15548.7778,0.6
10,-0.32462,-15545.3051,0.9